1.
# C37H41N4O

A 2-piece molecular cluster, C37H41N4O overall (ωB97M-V with the def2-TZVPD basis set, the OMol25 dataset).

```
83
Properties=species:S:1:pos:R:3:mulliken_charge:R:1
C 4.747 -2.776 -1.230 -0.94
N 4.263 -1.415 -1.198 0.26
C 4.107 -0.692 -2.346 0.14
O 4.399 -1.073 -3.475 -0.68
C 3.518 0.663 -1.953 0.01
C 2.193 0.950 -2.662 -0.35
C 2.359 1.111 -4.156 0.52
C 1.602 0.329 -5.035 -0.38
C 1.830 0.410 -6.411 -0.62
C 2.787 1.303 -6.912 -0.43
C 3.508 2.121 -6.031 -0.69
C 3.280 2.036 -4.654 -0.23
N 3.392 0.551 -0.497 0.54
C 2.888 1.568 0.230 0.30
C 2.651 1.501 1.605 -0.20
C 2.102 2.494 2.408 -0.15
C 1.967 2.334 3.830 0.35
C 1.566 3.427 4.648 0.57
C 1.534 3.333 6.033 -0.69
C 1.890 2.134 6.668 0.47
C 1.891 2.040 8.099 -0.24
N 1.898 1.965 9.268 -0.47
C 2.249 1.027 5.890 -0.88
C 2.262 1.109 4.504 -0.56
C 3.790 -0.774 0.024 0.08
C 2.592 -1.554 0.589 -1.50
C 4.947 -0.722 1.037 -1.60
H 5.021 -3.030 -2.257 0.37
H 5.625 -2.887 -0.583 0.29
H 3.974 -3.474 -0.882 0.32
H 4.257 1.447 -2.202 0.31
H 1.498 0.120 -2.450 0.31
H 1.761 1.866 -2.229 0.29
H 0.865 -0.363 -4.621 0.33
H 1.264 -0.232 -7.088 0.37
H 2.970 1.363 -7.986 0.38
H 4.255 2.821 -6.408 0.37
H 3.833 2.668 -3.953 0.31
H 2.678 2.490 -0.327 0.81
H 2.949 0.581 2.099 -0.60
H 1.861 3.443 1.959 0.62
H 1.298 4.360 4.150 -0.13
H 1.237 4.191 6.639 0.52
H 2.520 0.092 6.385 0.47
H 2.513 0.211 3.935 0.39
H 1.866 -1.747 -0.213 0.35
H 2.943 -2.512 0.997 0.48
H 2.092 -0.997 1.385 0.41
H 5.869 -0.426 0.519 0.40
H 4.753 -0.011 1.841 0.40
H 5.087 -1.720 1.472 0.45
C 2.060 7.807 5.320 -0.57
C 2.795 8.257 4.050 -0.73
C 2.246 7.389 2.908 -0.60
N 0.998 6.840 3.411 0.18
C 0.233 5.963 2.666 -0.19
C 0.812 5.102 1.729 -0.70
C -0.034 4.423 0.718 -0.07
C -1.408 3.991 1.279 -1.16
C -2.001 4.940 2.270 0.52
C -1.227 5.964 2.863 0.22
C -1.897 6.955 3.608 -0.29
C -3.228 6.786 3.980 -0.86
C -3.950 5.680 3.506 -0.57
C -3.338 4.781 2.634 -0.73
C 0.877 6.943 4.864 -0.02
H 2.717 7.209 5.960 0.33
H 1.696 8.658 5.902 0.34
H 2.582 9.311 3.842 0.30
H 3.877 8.138 4.140 0.34
H 2.083 7.972 1.988 0.33
H 2.959 6.586 2.662 0.26
H 1.863 5.263 1.477 0.92
H -0.216 5.124 -0.116 0.53
H 0.476 3.548 0.295 -0.31
H -2.106 3.864 0.435 0.48
H -1.309 2.995 1.743 0.31
H -1.372 7.865 3.894 0.80
H -3.705 7.516 4.634 0.40
H -4.989 5.532 3.801 0.39
H -3.898 3.939 2.220 0.43
H 0.902 5.946 5.336 -0.49
H -0.075 7.395 5.166 0.39
```

Properties
Net charge = +1
Lowest unoccupied orbital energy = -5.06 eV


2.
# C26H23N5O8

A 5-piece molecular cluster, C26H23N5O8 overall (ωB97M-V with the def2-TZVPD basis set, the OMol25 dataset).

```
62
Properties=species:S:1:pos:R:3:nbo_charge:R:1
O -1.391 2.101 -0.476 -0.37
N -1.177 2.082 0.687 0.53
O -0.060 1.792 1.103 -0.39
C -2.173 2.467 1.650 -0.01
C -3.353 3.092 1.289 -0.12
C -4.362 3.464 2.195 -0.23
C -4.178 3.174 3.555 -0.17
C -3.038 2.522 3.949 -0.22
C -2.013 2.194 3.041 -0.15
H -3.401 3.261 0.223 0.24
H -5.249 4.009 1.910 0.23
H -4.931 3.415 4.291 0.22
H -2.890 2.268 4.988 0.22
H -1.118 1.694 3.383 0.25
O 1.560 -2.644 -5.318 -0.40
N 2.229 -2.795 -4.305 0.54
O 3.253 -3.413 -4.236 -0.36
C 1.764 -2.079 -3.054 -0.01
C 2.071 -2.551 -1.762 -0.18
C 1.640 -1.865 -0.659 -0.23
C 0.933 -0.704 -0.831 -0.16
C 0.623 -0.181 -2.100 -0.24
C 1.041 -0.927 -3.188 -0.15
H 2.592 -3.483 -1.601 0.23
H 1.743 -2.288 0.329 0.24
H 0.534 -0.217 0.047 0.24
H 0.120 0.774 -2.110 0.24
H 0.767 -0.557 -4.165 0.23
O -0.893 -0.478 2.761 -0.39
N -0.172 -1.487 2.917 0.52
O 0.903 -1.646 2.337 -0.37
C -0.681 -2.521 3.863 0.03
C 0.067 -3.709 3.917 -0.18
C -0.410 -4.717 4.816 -0.20
C -1.539 -4.544 5.575 -0.19
C -2.253 -3.380 5.513 -0.21
C -1.927 -2.396 4.597 -0.18
H 1.077 -3.785 3.542 0.25
H 0.167 -5.625 4.906 0.22
H -1.913 -5.373 6.158 0.23
H -3.168 -3.216 6.062 0.23
H -2.501 -1.484 4.530 0.25
O -0.646 5.645 0.932 -0.36
N -0.622 5.175 -0.199 0.52
O -1.571 5.086 -0.996 -0.38
C 0.648 4.620 -0.707 0.03
C 1.802 4.797 0.064 -0.18
C 3.027 4.379 -0.405 -0.21
C 3.104 3.596 -1.512 -0.17
C 1.958 3.376 -2.281 -0.21
C 0.761 3.901 -1.909 -0.18
H 1.833 5.496 0.886 0.24
H 3.949 4.634 0.096 0.22
H 4.056 3.320 -1.942 0.22
H 1.954 2.784 -3.184 0.22
H -0.115 3.720 -2.514 0.25
C 2.116 -4.813 -7.475 -0.73
C 1.546 -5.808 -8.355 0.29
N 1.098 -6.602 -9.025 -0.34
H 3.188 -4.762 -7.660 0.25
H 1.818 -4.991 -6.442 0.26
H 1.801 -3.794 -7.700 0.26
```

Properties
Structure (SMILES) = O=[N+]([O-])c1ccccc1.O=[N+]([O-])c1ccccc1.O=[N+]([O-])c1ccccc1.O=[N+]([O-])c1ccccc1.CC#N
Lowest unoccupied orbital energy = -1.16 eV


3.
# C5H11N

The molecule C5H11N (ωB97M-V with the def2-TZVPD basis set, the OMol25 dataset).

```
17
Properties=species:S:1:pos:R:3:nbo_charge:R:1
C -1.806 1.039 1.277 -0.60
C -1.361 -0.140 0.415 -0.41
C 0.092 0.008 0.048 -0.07
C 1.276 -0.695 0.618 -0.27
N 0.779 -1.002 -0.713 -0.40
C 1.502 -0.456 -1.843 -0.41
H -1.277 1.043 2.236 0.20
H -1.576 1.984 0.769 0.20
H -2.883 1.021 1.470 0.21
H -1.539 -1.093 0.927 0.21
H -1.941 -0.164 -0.518 0.20
H 0.343 1.021 -0.302 0.17
H 1.189 -1.518 1.327 0.20
H 2.188 -0.104 0.726 0.19
H 1.675 0.632 -1.705 0.16
H 0.890 -0.591 -2.744 0.20
H 2.451 -0.985 -1.986 0.20
```

Properties
Structure (SMILES) = CC[C@H]1CN1C
Lowest unoccupied orbital energy = 1.20 eV


4.
# C18H28NO4P2Tl

C18H28NO4P2Tl as an isolated structure (ωB97M-V with the def2-TZVPD basis set, the OMol25 dataset).

```
54
Properties=species:S:1:pos:R:3:nbo_charge:R:1
Tl 0.424 1.226 0.359 1.19
P 2.228 -0.687 0.093 1.08
C 2.329 -0.840 -1.741 -0.76
C 1.088 -1.463 -2.342 0.22
N -0.056 -1.046 -1.797 -0.51
C -1.216 -1.415 -2.340 0.22
C -1.275 -2.309 -3.419 -0.22
C -0.086 -2.805 -3.953 -0.11
C 1.126 -2.384 -3.401 -0.23
C -2.473 -0.807 -1.753 -0.75
P -2.066 0.740 -0.841 1.08
H 2.099 -2.737 -3.747 0.24
H -2.257 -2.562 -3.811 0.25
H -0.100 -3.487 -4.799 0.25
H -3.208 -0.588 -2.548 0.28
H -2.940 -1.501 -1.030 0.28
H 2.393 0.218 -2.108 0.27
H 3.226 -1.412 -2.008 0.27
H 0.711 3.100 -1.941 0.52
O 1.262 2.260 -2.001 -0.97
H 2.141 2.552 -2.299 0.51
H -0.280 3.741 -0.295 0.47
O -0.474 4.059 -1.207 -0.94
H -0.566 5.021 -1.100 0.52
C -2.484 1.951 -2.140 -0.96
H -3.514 1.767 -2.475 0.26
H -2.375 2.969 -1.746 0.27
H -1.790 1.828 -2.982 0.26
C -3.488 0.874 0.282 -0.96
H -3.348 1.774 0.897 0.27
H -4.423 0.935 -0.290 0.27
H -3.492 -0.004 0.943 0.27
C 1.921 -2.356 0.735 -0.95
H 2.762 -3.008 0.456 0.27
H 1.829 -2.293 1.829 0.30
H 0.978 -2.752 0.342 0.28
C 3.945 -0.376 0.592 -0.96
H 3.963 -0.180 1.673 0.28
H 4.541 -1.272 0.372 0.28
H 4.355 0.488 0.053 0.27
O -0.535 -1.094 2.264 -0.69
C -0.746 -0.021 2.866 0.76
O -0.945 1.142 2.322 -0.75
C -0.777 0.033 4.369 -0.14
C -0.847 1.284 5.013 -0.18
C -0.856 1.355 6.408 -0.22
C -0.796 0.184 7.184 -0.16
C -0.727 -1.062 6.541 -0.21
C -0.711 -1.134 5.145 -0.17
H -0.901 2.192 4.402 0.22
H -0.898 2.333 6.893 0.23
H -0.793 0.250 8.275 0.24
H -0.670 -1.977 7.131 0.23
H -0.648 -2.096 4.636 0.23
```

Properties
Net charge = +2
Lowest unoccupied orbital energy (spin up / spin down) = -9.55 / -9.55 eV


5.
# C5H9NO

The molecule C5H9NO (ωB97M-V with the def2-TZVPD basis set, the OMol25 dataset).

```
16
Properties=species:S:1:pos:R:3:nbo_charge:R:1
C -0.856 0.040 -0.336 -0.04
C 0.192 -1.196 0.027 0.05
C 1.575 -0.551 -0.450 -0.47
C 1.264 0.771 0.204 -0.43
C -0.124 0.450 0.874 0.04
H -2.741 0.765 0.178 0.36
H -2.980 -0.443 -0.891 0.37
H -0.440 0.397 -1.389 0.15
H -0.331 -2.140 -0.057 0.22
H 2.360 -1.102 0.087 0.23
H 1.772 -0.294 -1.512 0.24
H 1.311 1.847 -0.311 0.24
H 2.274 0.923 1.020 0.20
H -0.749 1.334 1.219 0.18
N -2.336 -0.044 -0.086 -0.84
O -0.190 -0.758 1.422 -0.50
```

Properties
Lowest unoccupied orbital energy = 1.01 eV


6.
# C4H8N2

The molecule C4H8N2 (ωB97M-V with the def2-TZVPD basis set, the OMol25 dataset).

```
14
Properties=species:S:1:pos:R:3:nbo_charge:R:1
C -1.524 1.000 -0.788 -0.62
C -0.669 -0.215 -0.436 -0.23
N 0.636 0.345 -0.071 -0.60
C 1.537 -0.620 0.557 -0.32
C 0.967 -1.326 1.733 0.25
N 0.462 -1.859 2.626 -0.33
H -2.353 0.814 -1.493 0.22
H -0.910 1.757 -1.276 0.21
H -1.834 1.440 0.206 0.20
H -1.115 -0.779 0.411 0.18
H -0.581 -0.904 -1.276 0.19
H 0.442 1.215 0.484 0.37
H 2.452 -0.111 0.861 0.24
H 1.840 -1.411 -0.153 0.23
```

Properties
Structure (SMILES) = CCNCC#N
Lowest unoccupied orbital energy = 0.94 eV


In order of appearance, electronic energy = -47035.1193, -51153.1547, -6852.2238, -52056.5879, -8863.4582, -7257.1114 eV.
In order of appearance, relative energy (zero: lowest compared OMol25 entry of this formula, charge and spin) = 0.633, 0.939, 1.305, 0.000, 5.754, 0.764 eV.